DFT (ωB97M-V/def2-TZVPD) results for C43H36BGeHoN11O4 as an isolated structure in a non-equilibrium geometry.

Structure (XYZ):
```
97
Properties=species:S:1:pos:R:3:lowdin_spin:R:1
Ho 1.24765 0.66475 -0.49545 4.080
C -1.42179 0.03769 -4.26760 0.000
C -1.12747 0.89701 -3.21290 0.001
N -0.25075 0.33553 -2.38300 -0.003
N 0.02914 -0.88104 -2.88418 0.001
C -0.65591 -1.08071 -4.01854 0.001
B 1.26612 -1.68185 -2.37743 0.016
N 1.39683 -1.56258 -0.86355 0.111
C 0.53168 -2.09089 0.18079 0.051
C 1.51514 -2.48903 1.21609 0.279
C 2.69105 -1.87996 0.87453 0.024
N 2.64067 -1.32499 -0.35049 0.317
N 2.47922 -0.90825 -2.92755 0.000
C 3.58127 -1.28018 -3.59033 0.000
C 4.38186 -0.17083 -3.75228 0.000
C 3.68234 0.85773 -3.12199 -0.001
N 2.53655 0.40532 -2.62955 -0.004
N 1.15272 -3.12070 -2.83692 0.006
C 1.35736 -3.65615 -4.06418 0.001
C 0.97540 -4.97423 -4.02201 0.001
C 0.53642 -5.16390 -2.70491 0.000
N 0.64566 -4.04941 -2.01359 0.001
H -2.08644 0.20072 -5.09024 0.000
H -1.53046 1.87321 -3.01079 0.000
H -0.56847 -1.99107 -4.57495 0.000
H -0.11941 -2.86065 -0.23546 0.012
H 1.27092 -3.03266 2.10735 0.015
H 3.62086 -1.84938 1.41574 -0.004
H 3.73758 -2.29535 -3.88888 0.000
H 5.33032 -0.11865 -4.24414 0.000
H 3.95803 1.89132 -3.00963 0.000
H 1.74950 -3.07189 -4.87152 0.000
H 1.00348 -5.68857 -4.81784 0.000
H 0.16272 -6.05949 -2.24720 0.000
O 4.55392 3.33089 3.94153 0.000
C 3.37081 3.08299 4.45627 0.000
O 3.10834 3.29018 5.61680 0.000
C 2.31881 2.53923 3.54619 0.000
C 1.00897 2.30413 3.93968 0.000
N 0.34350 1.83900 2.87897 0.000
N 1.13284 1.74320 1.80393 -0.002
C 2.34270 2.16038 2.18343 0.000
C 3.45378 2.14924 1.15041 0.001
O 4.52229 2.70200 1.42523 0.002
O 3.16767 1.57309 0.07025 0.002
H 4.62875 3.11321 2.95590 0.000
H 0.55419 2.44750 4.89782 0.000
H -0.64061 1.55916 2.83604 0.000
N 0.95741 2.98837 -1.14576 -0.004
C 1.55308 3.93085 -1.45260 0.001
C 2.26607 5.07243 -1.83722 0.000
C 2.67642 6.00708 -0.87585 0.000
C 3.38944 7.12039 -1.27015 0.000
C 3.70102 7.31423 -2.60905 0.000
C 3.29225 6.39359 -3.56475 0.000
C 2.57792 5.27424 -3.19043 0.000
H 2.43062 5.84179 0.16171 0.000
H 3.70830 7.84324 -0.53493 0.000
H 4.26933 8.18094 -2.90781 0.000
H 3.53624 6.55492 -4.60461 0.000
H 2.25227 4.54844 -3.92072 0.000
C -0.26001 -0.89350 0.84560 0.078
Ge -2.10202 -1.41807 1.37915 0.007
C -2.44697 -0.27116 2.98518 0.002
C -2.43369 -0.78237 4.27727 0.000
C -2.63379 0.03493 5.37612 0.000
C -2.81216 1.39728 5.20404 0.000
C -2.79432 1.93245 3.92732 0.000
C -2.62400 1.10199 2.82826 0.001
C -3.58455 -0.93850 0.12621 0.003
C -3.39035 -0.14966 -0.99716 0.001
C -4.43923 0.13381 -1.85689 0.000
C -5.70881 -0.34759 -1.58435 0.000
C -5.92342 -1.10476 -0.44461 0.000
C -4.86603 -1.40124 0.39464 0.000
C -2.49635 -3.30987 1.95740 -0.001
C -3.52171 -3.52356 2.87406 0.000
C -3.85273 -4.79330 3.31028 0.000
C -3.16518 -5.89273 2.82638 0.000
C -2.15017 -5.70232 1.90578 0.000
C -1.81955 -4.42624 1.47960 0.000
H 0.19814 -0.75152 1.85269 0.000
H -2.27361 -1.84213 4.42178 0.000
H -2.65518 -0.39006 6.36979 0.000
H -2.96457 2.03646 6.06106 0.000
H -2.91879 2.99651 3.78969 0.000
H -2.66058 1.51260 1.82569 0.000
H -2.39903 0.24164 -1.18831 0.001
H -4.26828 0.72824 -2.74470 0.000
H -6.52873 -0.13502 -2.25560 0.000
H -6.91566 -1.46727 -0.21519 0.000
H -5.02928 -2.00379 1.27593 0.000
H -4.06589 -2.67482 3.26660 0.000
H -4.64993 -4.91760 4.02958 0.000
H -3.42329 -6.88460 3.16845 0.000
H -1.59964 -6.55233 1.52547 0.000
H -1.01679 -4.32748 0.76513 0.000
```

Its multiplicity is 6. The HOMO-LUMO gap (spin up / spin down) is 6.6633 / 7.2760 eV. For the molecular weight, the calculation gives 1019.19 g/mol. The HOMO energy (spin up / spin down) is -7.3415 / -7.9973 eV. The charge is 0.



DFT (ωB97M-V/def2-TZVPD) results for C43H36CaN5PS2 as an isolated structure in a non-equilibrium geometry.

Structure (XYZ):
```
88
Properties=species:S:1:pos:R:3:lowdin_charge:R:1
Ca 0.18447 -0.96009 0.26249 1.396
N 1.80785 -0.66419 -1.59452 -0.035
C 2.73721 0.19642 -0.90468 -0.351
C 3.95981 -0.32649 -0.38871 -0.028
C 4.74793 0.41919 0.51594 -0.049
C 4.39771 1.76483 0.82016 -0.045
C 3.19835 2.23822 0.30096 -0.086
C 2.39576 1.52565 -0.56009 -0.381
P 0.93234 2.12244 -1.38547 1.054
C 1.40750 2.07032 -3.11503 -0.402
C 2.69376 2.27679 -3.55893 -0.087
C 2.87083 2.53627 -4.89905 -0.078
C 1.98319 2.12791 -5.86902 -0.028
C 0.69518 1.69420 -5.39239 -0.055
C 0.40214 1.69799 -4.04306 -0.117
C 0.64549 3.85882 -1.03812 -0.375
C -0.63294 4.23310 -0.48457 -0.097
C -0.96467 5.51645 -0.25512 -0.093
C -0.06145 6.51671 -0.56653 -0.071
C 1.17010 6.15737 -1.06834 -0.063
C 1.59730 4.81854 -1.27555 -0.079
H 1.38567 -0.25870 -2.46027 0.087
H 2.23002 -1.58988 -1.75295 0.084
H 4.36304 -1.27204 -0.68545 0.096
H 5.67869 0.03636 0.95228 0.115
H 5.06712 2.43198 1.30687 0.104
H 2.83466 3.22405 0.60884 0.115
H 3.56729 2.33743 -2.88000 0.129
H 3.70971 3.11130 -5.27197 0.118
H 2.19185 2.23941 -6.89110 0.096
H -0.08564 1.46438 -6.08583 0.098
H -0.62126 1.45028 -3.77800 0.091
H -1.37188 3.47148 -0.44676 0.076
H -1.92197 5.84621 0.15268 0.120
H -0.26982 7.56977 -0.32482 0.125
H 1.83475 7.00162 -1.33547 0.119
H 2.60096 4.56469 -1.62705 0.113
S -6.59438 -0.17133 -1.83889 1.105
C -6.62694 -0.06270 -3.52997 -0.382
C -5.36692 -0.08194 -4.05707 -0.198
C -4.38462 -0.22544 -3.11983 -0.127
C -4.89503 -0.07842 -1.82836 -0.510
C -4.13819 -0.16430 -0.60153 -0.178
C -2.73301 -0.03692 -0.65443 -0.064
N -1.94438 -0.08997 0.45968 -0.052
C -2.52526 -0.48302 1.68463 -0.136
C -3.94636 -0.54796 1.81460 -0.122
C -4.51926 -0.78356 3.13342 -0.008
C -3.72830 -0.83373 4.21729 0.002
C -2.25693 -0.88534 4.10935 -0.113
C -1.41522 -1.06233 5.22008 0.079
C 0.00437 -0.99245 5.05869 -0.167
C 0.52523 -0.72284 3.78912 -0.063
N -0.28391 -0.67074 2.68708 -0.013
C -1.66748 -0.69729 2.82805 -0.159
C 0.87567 -1.21574 6.24885 -0.468
C 0.51239 -1.16747 7.57959 -0.138
C 1.45311 -1.72873 8.42529 -0.175
C 2.65294 -2.02389 7.79051 -0.379
S 2.57535 -1.67336 6.09858 1.020
C -4.72101 -0.45389 0.66932 0.061
H -7.59120 -0.15008 -4.05591 0.094
H -5.21167 -0.02502 -5.15781 0.132
H -3.27994 -0.26790 -3.38099 0.128
H -2.21161 -0.00131 -1.58905 0.091
H -5.58043 -0.65251 3.24950 0.124
H -4.26632 -0.87132 5.19789 0.143
H -1.89022 -1.46056 6.11902 0.137
H 1.54248 -0.57952 3.54488 0.097
H -0.44960 -0.74056 7.89362 0.128
H 1.23747 -1.95786 9.50112 0.134
H 3.58253 -2.28508 8.31622 0.086
H -5.75447 -0.64978 0.72194 0.098
C 3.42281 -5.01275 -1.54903 -0.010
C 2.10770 -4.38342 -1.25235 -0.275
C 0.93537 -4.55912 -2.02688 0.025
C -0.10756 -3.87415 -1.41402 -0.328
N 0.41466 -3.13831 -0.36678 -0.121
N 1.80120 -3.53013 -0.23910 0.037
C -1.51945 -4.03890 -1.78600 -0.020
H 3.26193 -6.00234 -2.01901 0.103
H 4.14153 -5.09980 -0.68852 0.107
H 3.90406 -4.40423 -2.33019 0.096
H 0.92399 -5.10191 -2.92252 0.114
H 2.13338 -3.64679 0.68470 0.147
H -1.77902 -5.10619 -1.77607 0.106
H -1.80907 -3.57710 -2.77239 0.110
H -2.17144 -3.47875 -1.06765 0.087
```

Its multiplicity is 1. The HOMO-LUMO gap is 6.5954 eV. For the molecular weight, the calculation gives 757.98 g/mol. The HOMO energy is -12.3348 eV. The charge is +2.